{"formula": "C4H6BrN", "method": "ωB97M-V/def2-TZVPD", "species": ["C", "C", "Br", "H", "C", "N", "C", "H", "H", "H", "H", "H"], "positions_angstrom": [[2.64761, -2.23967, -0.00080], [3.06662, -1.13508, 0.21857], [3.97436, 0.41262, 0.10637], [2.21373, -3.15899, -0.19849], [-0.40678, 0.49661, -0.62107], [-0.96423, 1.32811, 0.13193], [-2.37301, 1.02292, 0.49214], [-0.79374, -0.42954, -0.92030], [0.55997, 0.76446, -0.80108], [-2.25376, 0.98628, 1.63245], [-3.05123, 1.83926, 0.10053], [-2.61953, 0.11302, -0.14025]], "nbo_charge": [-0.2319, -0.2012, 0.1991, 0.2345, -0.0806, -0.3709, -0.4641, 0.1408, 0.1703, 0.2236, 0.2101, 0.1703], "lumo_ev": 0.65, "orbital_gap_ev": 10.31, "fmax_ev_per_a": 3.05, "relative_energy_ev": 3.197, "total_charge": 0, "homo_energy_ha": -0.3551}